This record from OMol25 describes a 2-piece molecular cluster, C5H15N6O3 overall in a non-equilibrium geometry. The level of theory is ωB97M-V/def2-TZVPD.

Last column: Mulliken charge in e.
CARTESIAN COORDINATES (ANGSTROEM)
O  4.0486  -0.8745  0.6328  -0.502
O  -1.3492  -1.5612  1.4219  -0.435
O  3.6776  1.2470  -0.0229  -0.516
N  2.0288  -1.7980  -0.4200  -0.679
N  -2.5107  1.2316  -0.7019  -0.667
N  1.0876  0.4430  -1.2848  -0.350
N  -1.3854  -0.7006  -1.4974  -0.703
N  0.9279  1.3339  1.2586  -0.367
N  -1.8824  0.7145  1.7868  -0.322
C  0.7657  0.2072  0.4145  -0.428
C  3.3704  0.1199  0.0262  0.380
C  -1.7180  -0.3361  0.9828  0.225
C  -2.3235  -0.1670  -0.5071  0.491
C  1.9070  -0.3364  -0.3496  0.646
H  -2.1743  1.5614  1.3418  0.278
H  3.4471  -1.6717  0.6039  0.451
H  -1.9291  0.7542  2.7587  0.156
H  1.7167  1.9402  1.2254  0.223
H  -3.3784  -0.6803  -0.3883  0.325
H  2.1144  -2.0149  -1.4493  0.284
H  -2.0623  1.6022  -1.5185  0.222
H  -1.0192  -1.5241  2.3492  0.416
H  -3.4506  1.6187  -0.7815  0.211
H  1.0900  -2.0591  -0.0959  0.356
H  -1.7197  -0.4930  -2.4766  0.299
H  0.1186  1.8308  1.5281  0.177
H  -1.2550  -1.6696  -1.3690  0.240
H  1.5210  1.3140  -1.7294  0.301
H  0.3366  -0.0324  -1.7386  0.286

Summary:
**Kohn-Sham gap**: 0.3109 hartree
**Multiplicity**: 1
**ΔE to the lowest compared entry with this formula, charge and spin**: 49.7 kcal per mole
**Maximum force**: 0.06303 hartree/bohr
**Net charge**: +1
**LUMO**: -3.3 eV